1.
{
  "formula": "C18H13AgF6N2O4S2",
  "method": "wB97M-V/def2-TZVPD",
  "symbols": ["Ag", "S", "S", "F", "F", "F", "F", "F", "F", "O", "O", "O", "O", "N", "N", "C", "C", "C", "C", "C", "C", "C", "C", "C", "C", "C", "C", "C", "C", "C", "C", "C", "C", "H", "H", "H", "H", "H", "H", "H", "H", "H", "H", "H", "H", "H"],
  "xyz": [[-0.339, -0.116, -0.328], [-0.352, -3.103, 0.570], [-2.425, -1.491, 0.793], [-4.799, -2.318, 1.637], [-3.558, -1.494, 3.204], [-4.513, -0.180, 1.780], [1.227, -2.017, 3.421], [1.695, -3.780, 4.632], [-0.302, -3.540, 3.788], [-0.165, -2.150, -0.694], [-0.119, -4.455, 0.075], [-2.961, -0.805, -0.381], [-1.428, -0.627, 1.506], [-2.128, -2.978, 0.737], [1.882, 0.505, 0.888], [-1.565, 3.980, -0.203], [-3.891, -1.368, 1.916], [0.508, 3.879, 0.994], [2.823, -0.326, 1.402], [-0.564, 4.618, 0.515], [-0.380, 1.877, -0.008], [2.546, 2.202, 2.411], [1.718, 1.706, 1.368], [1.037, -3.430, 3.379], [3.524, 1.403, 2.921], [4.631, -0.835, 2.954], [-1.456, 2.622, -0.474], [0.440, 0.383, -2.149], [3.692, 0.087, 2.434], [4.664, -2.115, 2.484], [2.902, -1.648, 0.905], [3.782, -2.528, 1.457], [0.602, 2.505, 0.769], [2.393, 3.196, 2.808], [-2.424, 4.538, -0.559], [5.290, -0.519, 3.756], [5.350, -2.831, 2.919], [2.199, -1.947, 0.138], [-0.363, 0.759, -2.781], [-2.235, 2.126, -1.042], [-0.619, 5.682, 0.711], [1.245, 1.110, -2.083], [4.161, 1.757, 3.725], [0.805, -0.574, -2.518], [1.290, 4.389, 1.545], [3.781, -3.559, 1.132]],
  "charge": -2,
  "relative_energy_kcal_mol": 47.3,
  "multiplicity": 1,
  "e_homo_ha": -0.018,
  "energy_ev": -72018.5272
}

---

2.
{
  "formula": "C18H13AlCl2F10N3S4",
  "method": "wB97M-V/def2-TZVPD",
  "symbols": ["Cl", "Cl", "S", "S", "S", "S", "Al", "F", "F", "F", "F", "F", "F", "F", "F", "F", "F", "N", "N", "N", "C", "C", "C", "C", "C", "C", "C", "C", "C", "C", "C", "C", "C", "C", "C", "C", "C", "C", "H", "H", "H", "H", "H", "H", "H", "H", "H", "H", "H", "H", "H"],
  "xyz": [[-1.737, 4.363, -2.416], [-0.806, 1.811, -1.396], [0.242, -0.140, -5.011], [-0.837, -0.841, -3.402], [1.038, 1.627, -4.314], [2.171, 0.996, -2.726], [0.452, -0.136, -1.497], [0.917, 4.061, 4.191], [1.364, 1.427, 4.858], [-3.483, -1.201, 3.651], [-1.374, -2.001, 2.357], [0.891, 4.733, 1.508], [-5.341, 0.497, 2.532], [1.644, -0.431, 3.060], [1.401, 2.937, -0.339], [-4.982, 1.250, -0.100], [-3.020, 0.264, -1.538], [1.532, 0.194, 0.198], [-0.888, -1.184, -0.410], [1.570, -1.949, -1.615], [1.316, 1.795, 3.565], [-3.008, -0.026, -0.224], [1.097, 3.126, 3.237], [1.417, 1.101, 1.191], [2.098, -2.399, -2.905], [-3.338, -0.792, 2.378], [-2.230, -1.212, 1.662], [2.714, -1.717, -0.740], [1.268, 2.486, 0.922], [-0.302, -2.465, -0.048], [-4.090, 0.435, 0.499], [-1.727, 3.284, -1.024], [1.080, 3.453, 1.888], [1.469, 0.828, 2.587], [2.348, -0.963, 0.525], [-4.282, 0.060, 1.822], [0.628, -2.961, -1.146], [-1.966, -0.826, 0.317], [0.229, -2.431, 0.903], [-2.752, 2.993, -0.796], [2.647, -3.340, -2.787], [3.415, -1.095, -1.305], [-1.241, 3.795, -0.194], [1.867, -1.642, 1.231], [1.156, -3.861, -0.798], [3.281, -0.621, 0.993], [3.207, -2.664, -0.473], [1.282, -2.546, -3.610], [-1.104, -3.208, 0.057], [2.766, -1.642, -3.312], [0.003, -3.222, -2.005]],
  "charge": -1,
  "relative_energy_kcal_mol": 40.2,
  "multiplicity": 1,
  "e_homo_ha": -0.164,
  "energy_ev": -125508.7279
}

---

3.
{
  "formula": "C18H13Cl3CoN2O10P2",
  "method": "wB97M-V/def2-TZVPD",
  "symbols": ["Co", "Cl", "Cl", "Cl", "P", "P", "O", "O", "O", "O", "O", "O", "O", "O", "O", "O", "N", "N", "C", "C", "C", "C", "C", "C", "C", "C", "C", "C", "C", "C", "C", "C", "C", "C", "C", "C", "H", "H", "H", "H", "H", "H", "H", "H", "H", "H", "H", "H", "H"],
  "xyz": [[-0.778, 0.077, 0.474], [0.983, -4.970, 0.061], [-1.813, -4.975, 0.877], [3.429, 0.217, 6.352], [-1.516, 3.279, -0.121], [-3.670, 1.382, 0.140], [-0.705, 2.275, 0.658], [-0.618, -2.234, 0.164], [-4.537, 1.958, 1.187], [-4.637, 0.857, -1.082], [-2.842, 2.494, -0.709], [-0.920, -2.827, -2.013], [-2.741, 0.235, 0.446], [-0.745, -0.209, 2.306], [-0.752, 3.530, -1.544], [-1.878, 4.583, 0.453], [1.188, 0.085, 0.409], [-0.598, 0.117, -1.494], [0.842, 0.068, 5.505], [0.029, 0.157, -4.222], [3.385, 0.167, -2.618], [1.070, 0.168, -3.272], [2.186, 0.137, 5.118], [2.438, 0.195, -3.609], [3.027, 0.120, -1.268], [-0.680, -4.548, -0.417], [1.976, 0.144, 1.437], [-1.262, 0.093, -3.784], [-0.134, -0.025, 4.546], [-1.538, 0.057, -2.411], [1.692, 0.123, -0.884], [-0.760, -3.007, -0.800], [0.175, -0.053, 3.158], [1.563, 0.082, 2.792], [0.698, 0.146, -1.907], [2.545, 0.148, 3.799], [4.435, 0.176, -2.885], [0.271, 0.174, -5.278], [-0.325, 2.705, -1.813], [0.583, 0.090, 6.555], [-2.085, 0.057, -4.485], [-1.178, -0.078, 4.825], [2.727, 0.220, -4.654], [3.048, 0.267, 1.272], [-0.923, -5.152, -1.282], [-5.500, 1.260, -0.915], [-2.553, -0.038, -2.064], [3.590, 0.204, 3.518], [3.810, 0.067, -0.525]],
  "s2": 3.7623,
  "charge": -2,
  "relative_energy_kcal_mol": 21.5,
  "multiplicity": 4,
  "e_homo_ha": [-0.089, -0.096],
  "energy_ev": -136116.8515
}